(1)
Below is a structure of composition C22H62Ba2HgN4O22S3 in a non-equilibrium geometry, with properties calculated with wB97M-V/def2-TZVPD.

Element x y z (Å)
Hg 1.322 1.992 -2.294
Ba -1.768 3.105 0.320
Ba 4.058 1.997 1.316
S 0.819 0.333 -0.009
S 0.011 4.700 -2.933
S 3.695 4.278 -1.309
O 5.500 -2.055 3.824
O 4.414 4.412 -2.560
O -0.277 3.839 -1.753
O -1.136 4.658 -3.829
O -0.128 1.291 -0.591
O 0.144 -0.912 0.424
O -3.583 0.676 0.404
O 1.856 0.172 -1.034
O 2.828 5.412 -1.056
O -1.531 -5.016 3.471
O -2.376 3.679 3.122
O 6.865 -3.145 -0.843
O -0.511 -3.961 -4.075
O -0.923 -2.004 2.512
O 3.137 -0.238 2.823
O -0.661 -2.199 -1.822
O 2.971 2.946 -1.295
O 1.136 3.924 -3.559
O 0.383 6.039 -2.528
O 1.565 0.946 1.120
O 4.705 4.141 -0.253
O -1.846 -0.905 -5.319
N -4.372 3.478 0.833
N 0.178 0.309 -3.681
N -1.185 1.128 2.231
N 4.622 -0.230 -0.593
C -0.608 -3.601 -1.636
C -4.883 1.110 0.587
C 8.109 -3.369 -1.492
C -2.629 5.024 3.521
C -1.488 2.894 3.905
C -6.243 2.559 2.225
C 3.185 -1.584 3.239
C -2.026 -2.901 2.382
C -1.170 -4.258 -2.876
C 4.231 -1.740 4.375
C -0.786 0.631 4.599
C -1.023 1.019 -4.144
C -1.658 1.421 3.614
C -0.672 1.898 -5.346
C -4.909 2.361 1.536
C -2.239 -3.784 3.557
C 6.288 -1.926 -1.247
C -2.878 -1.867 -5.462
C 4.993 -1.673 -0.521
C 3.834 -2.572 -1.021
C -2.219 0.104 -4.413
C -3.433 -0.593 -0.218
H 2.324 0.025 2.353
H -2.691 1.092 3.746
H -3.183 -2.321 -4.518
H -5.136 3.749 0.194
H -1.064 0.989 5.599
H 3.680 -0.304 -0.976
H -1.234 -5.349 -2.787
H -4.478 4.341 1.379
H 5.153 -1.895 0.539
H -2.885 -2.259 2.146
H 0.278 0.826 4.442
H -0.184 1.301 2.294
H 2.195 -1.818 3.645
H 5.046 0.179 -1.433
H 2.992 -2.615 -0.326
H 0.295 2.395 -5.298
H -1.229 -3.850 -0.766
H 3.928 -2.544 5.054
H -5.451 1.348 -0.325
H 6.138 -1.923 -2.338
H 0.560 -0.086 -4.541
H -0.916 -0.445 4.683
H -2.375 -0.843 -0.190
H -6.400 3.490 2.778
H -5.517 0.359 1.082
H -3.743 -1.456 -5.987
H -3.784 -0.587 -1.251
H -2.685 5.015 4.616
H -1.342 0.120 2.227
H 4.260 -3.575 -0.925
H -2.465 -0.339 -3.433
H -0.424 3.154 3.800
H 4.348 -0.836 4.971
H -0.453 -2.999 -4.153
H -1.278 1.721 -3.338
H -1.456 2.646 -5.443
H -3.961 -1.355 0.363
H -2.510 -2.663 -6.108
H -1.677 3.170 4.949
H -0.179 -0.484 -3.141
H -1.834 5.718 3.250
H 8.819 -2.581 -1.240
H -1.973 -3.419 1.416
H -7.112 2.583 1.553
H 3.461 -2.296 2.457
H -0.614 -1.586 1.660
H -3.620 5.317 3.186
H -2.263 -4.117 -2.928
H -2.040 -3.268 4.500
H 5.483 -2.962 3.507
H -0.606 1.219 -6.206
H 8.507 -4.314 -1.123
H 7.929 -3.527 -2.558
H -3.310 -4.018 3.551
H -6.437 1.764 2.948
H 3.489 -2.270 -2.007
H -3.128 0.652 -4.683
H -1.895 -5.627 4.116
H 0.388 -3.997 -1.412
H -4.204 2.238 2.368
H 6.984 -1.090 -1.088
H -0.210 -1.736 -1.078

Calculated values
Charge: 0
HOMO-LUMO gap, eV: 5.72
HOMO level, Ha: -0.24256

=====

(2)
Below is a cluster of 16 separate species, C22H62FN17O31P in total in a non-equilibrium geometry, with properties calculated with wB97M-V/def2-TZVPD.

Element x y z (Å)
P -1.863 -1.565 0.233
F 3.057 0.372 -0.680
O -2.939 -6.894 10.614
O -0.632 -4.608 3.965
O -0.141 7.625 1.592
O 2.253 -0.369 -9.325
O 1.431 1.757 -4.081
O 8.598 -3.857 -0.978
O -2.145 5.065 -0.287
O 1.986 -8.872 8.556
O -1.250 8.961 -1.419
O 2.471 -9.631 6.601
O 3.209 -4.487 -0.259
O 1.084 -8.506 1.423
O 0.079 -1.778 -4.957
O -0.746 4.989 4.894
O 0.939 -9.274 3.429
O 1.198 3.713 -4.950
O -12.371 9.539 -2.445
O -1.769 -7.967 9.160
O -1.901 4.157 -2.213
O 0.853 9.227 -1.806
O 1.999 7.581 1.405
O 4.651 -6.003 0.241
O 1.138 -3.068 -6.314
O -6.799 5.787 -1.818
O -0.123 -4.661 1.880
O 2.002 0.561 -7.400
O -6.974 5.037 0.186
O -2.653 4.677 3.935
O -10.787 8.200 -1.873
O -1.697 -2.354 1.631
O 8.750 -4.460 -3.038
N -0.137 8.539 -1.656
N 0.946 8.172 1.491
N -1.888 -7.235 10.127
N -11.213 9.198 -2.427
N 4.348 -4.917 -0.201
N -2.591 4.655 -1.341
N -7.300 5.790 -0.708
N -1.264 1.062 0.344
N 8.940 -4.630 -1.856
N 1.682 -9.265 7.447
N 1.868 2.818 -4.487
N 0.074 -4.964 3.055
N -1.443 4.772 3.927
N 1.100 -2.204 -5.468
N 1.150 -9.403 2.243
N 0.875 -0.781 -1.780
N 1.572 0.102 -8.445
C -0.506 -0.240 0.372
C -0.747 4.601 2.623
C 9.638 -5.873 -1.423
C 0.528 1.456 -1.079
C -8.375 6.783 -0.447
C 0.019 7.063 -1.726
C 5.436 -4.040 -0.712
C 0.098 0.111 -8.655
C -0.625 -6.738 10.741
C -1.369 -2.818 -0.991
C 1.241 -5.830 3.338
C 2.051 -0.013 0.192
C 2.396 -1.380 0.778
C -0.329 2.176 -0.055
C -4.057 4.765 -1.587
C 2.394 -1.620 -5.026
C 1.516 -10.754 1.737
C 0.236 -9.296 7.093
C 0.955 9.661 1.471
C -10.242 10.073 -3.143
C 3.339 3.038 -4.413
C 0.712 -0.002 -0.575
H -1.489 4.419 1.858
H 2.625 -1.286 1.836
H 0.037 1.539 -2.046
H -4.511 5.216 -0.717
H -0.296 6.669 -0.764
H -2.269 -3.407 -1.152
H -0.604 -3.490 -0.603
H 1.983 9.988 1.376
H -10.300 11.056 -2.689
H 2.873 -1.188 -5.900
H 9.875 -6.452 -2.307
H -0.366 0.557 -7.784
H 2.012 0.755 0.968
H 2.996 -2.427 -4.617
H -0.628 6.700 -2.519
H -0.198 5.515 2.414
H 0.103 -8.651 6.229
H -9.254 9.642 -3.044
H 0.208 -0.570 -2.508
H -4.434 3.761 -1.754
H -1.075 -3.108 1.587
H -1.923 0.956 -0.437
H 10.533 -5.570 -0.889
H -0.110 -0.363 1.381
H -0.212 -0.921 -8.790
H -1.081 -2.398 -1.945
H 3.793 2.156 -3.979
H 1.534 -11.435 2.578
H 0.953 -1.775 -1.625
H 0.197 2.505 0.832
H -10.556 10.116 -4.182
H 1.107 -6.756 2.779
H 0.353 9.981 0.626
H 2.123 -5.304 2.988
H 1.458 2.008 -1.164
H 2.185 -0.863 -4.279
H -0.052 -7.608 11.047
H 1.596 -2.103 0.648
H 3.504 3.918 -3.800
H 6.378 -4.552 -0.589
H -8.708 6.659 0.576
H -0.095 0.687 -9.554
H 1.272 -6.006 4.406
H -0.883 -6.108 11.583
H 8.964 -6.408 -0.761
H -4.194 5.373 -2.474
H 2.491 -10.667 1.269
H 0.510 9.994 2.403
H -0.089 -6.187 9.975
H -0.010 -10.322 6.837
H -0.068 3.760 2.737
H 3.291 -1.751 0.293
H -0.936 2.932 -0.532
H 5.225 -3.836 -1.757
H 1.058 6.836 -1.933
H 0.766 -11.036 1.004
H 5.416 -3.121 -0.133
H -0.332 -8.946 7.948
H 3.688 3.211 -5.427
H -7.949 7.768 -0.612
H -9.175 6.595 -1.153
H -1.886 1.238 1.134

Calculated values
Charge: +1
HOMO-LUMO gap, eV: 9.13
HOMO level, Ha: -0.42515

=====

(3)
Below is a cluster of 7 separate species, C22H62N4O7 in total in a non-equilibrium geometry, with properties calculated with wB97M-V/def2-TZVPD.

Element x y z (Å)
O -15.722 11.116 -3.454
O -28.934 9.309 -1.523
O -27.985 18.538 -6.376
O -19.695 3.462 0.507
O -30.959 12.138 -10.851
O -26.402 8.909 -15.373
O -22.066 12.101 -1.937
N -24.754 11.589 -4.557
N -18.516 0.698 -0.091
N -26.401 19.607 -9.746
N -30.428 13.336 -13.488
C -25.654 8.522 -13.178
C -31.658 13.537 -12.757
C -27.464 19.415 -7.411
C -14.799 12.067 -3.956
C -17.490 0.932 1.885
C -18.590 1.519 1.110
C -27.192 18.743 -8.858
C -21.999 12.545 -0.624
C -18.413 3.031 0.919
C -28.319 19.170 -5.115
C -19.692 4.806 0.109
C -31.894 12.293 -11.919
C -32.898 13.861 -13.551
C -13.353 11.598 -3.614
C -29.934 10.235 -1.431
C -31.152 11.031 -10.003
C -23.398 11.690 -4.020
C -23.333 11.993 -2.513
C -26.542 17.345 -8.732
C -29.486 11.127 -0.283
C -26.247 7.892 -14.430
C -22.647 12.702 -4.966
H -22.938 13.680 -4.582
H -28.198 18.627 -9.262
H -22.674 11.922 -0.038
H -22.974 12.568 -5.998
H -31.751 11.429 -12.566
H -30.188 11.919 -0.021
H -26.548 19.909 -7.084
H -19.531 1.391 1.645
H -19.001 5.466 0.635
H -17.171 1.557 2.718
H -29.149 10.610 0.616
H -29.198 18.632 -4.761
H -12.725 12.365 -4.068
H -32.663 14.506 -14.398
H -23.758 12.987 -2.370
H -33.423 12.967 -13.888
H -23.918 11.351 -1.854
H -28.948 8.659 -0.817
H -13.080 10.619 -4.009
H -31.248 10.086 -10.536
H -25.436 11.117 -3.980
H -13.191 11.556 -2.537
H -16.553 0.737 1.362
H -32.170 11.120 -9.624
H -31.483 14.454 -12.194
H -25.659 17.564 -8.131
H -27.110 16.533 -8.277
H -27.242 7.504 -14.212
H -29.852 13.156 -12.678
H -24.686 8.998 -13.334
H -20.710 5.160 0.270
H -15.002 13.104 -3.685
H -26.313 17.012 -9.744
H -16.574 11.544 -3.351
H -26.091 19.076 -10.547
H -30.259 12.461 -13.964
H -26.606 8.500 -16.217
H -33.578 14.567 -13.072
H -25.649 7.177 -14.995
H -22.423 13.549 -0.609
H -20.983 12.505 -0.233
H -19.346 4.920 -0.918
H -26.183 9.385 -12.773
H -17.702 3.174 0.106
H -21.574 12.569 -5.103
H -27.418 19.026 -4.518
H -18.714 -0.281 0.063
H -17.751 -0.018 2.352
H -24.816 11.219 -5.495
H -30.122 10.798 -2.345
H -25.593 20.027 -9.309
H -19.212 1.149 -0.667
H -28.483 11.530 -0.418
H -30.444 10.949 -9.178
H -23.005 10.697 -4.240
H -17.969 3.598 1.737
H -32.874 12.278 -11.442
H -30.844 9.717 -1.129
H -28.527 20.235 -5.219
H -14.981 12.000 -5.028
H -25.544 7.851 -12.326
H -28.243 20.170 -7.516

Calculated values
Charge: 0
HOMO-LUMO gap, eV: 9.45
ΔE to the lowest compared entry with this formula, charge and spin, kcal per mole: 105.1
SMILES string: COC[C@H](C)N.COC[C@H](C)N.COC[C@H](C)N.COC[C@H](C)N.CCO.CCO.CCO
HOMO level, Ha: -0.32420

=====

(4)
Below is a structure of composition C22H63BHgO8 in a non-equilibrium geometry, with properties calculated with wB97M-V/def2-TZVPD.

Element x y z (Å)
Hg 17.166 -1.988 5.815
O 20.212 -7.090 5.927
O 20.209 -1.126 7.126
O 13.805 -2.503 5.185
O 17.467 0.498 3.518
O 19.079 -10.356 0.555
O 16.400 -7.963 2.359
O 16.784 -4.042 8.655
O 20.296 -3.269 0.486
C 20.139 -10.969 -1.508
C 21.350 -0.653 6.374
C 21.830 -8.465 4.811
C 15.179 -8.218 4.354
C 16.133 -3.281 10.849
C 16.909 2.612 2.755
C 18.455 -3.310 -1.109
C 14.806 -5.063 9.492
C 19.744 -3.961 -0.634
C 20.830 -3.953 -1.702
C 22.434 -6.805 6.606
C 22.650 -1.310 6.971
C 14.504 -9.279 2.088
C 16.046 0.506 1.617
C 21.349 0.865 6.404
C 19.782 -9.815 -0.575
C 20.992 -9.033 -0.074
C 15.706 -3.794 9.444
C 21.504 -7.127 5.439
C 13.000 -3.039 4.171
C 16.432 1.190 2.910
C 15.083 -8.041 2.804
B 18.090 -4.266 3.838
H 18.078 -3.844 -1.981
H 21.176 -1.064 5.379
H 15.575 1.111 3.578
H 15.409 -7.237 4.769
H 17.319 -4.695 9.111
H 23.393 -6.428 6.251
H 18.654 -9.615 0.992
H 21.819 -9.314 5.494
H 20.649 -8.288 0.644
H 19.738 -6.617 5.239
H 22.835 -8.426 4.391
H 21.451 -3.075 -1.877
H 15.316 -5.946 9.876
H 20.983 -11.557 -1.148
H 20.370 1.340 6.346
H 18.817 -3.647 4.341
H 14.938 -10.213 2.446
H 14.611 -7.103 2.513
H 18.249 0.537 2.963
H 16.723 -7.150 2.753
H 13.375 -3.068 3.148
H 13.950 -4.783 10.105
H 20.471 -10.544 -2.455
H 17.314 2.923 3.719
H 15.169 -3.003 8.919
H 16.062 -8.814 4.581
H 14.459 -5.319 8.490
H 22.827 -2.311 6.579
H 23.553 -0.793 6.647
H 18.547 -2.252 -1.357
H 14.281 -8.588 4.849
H 13.438 -9.314 2.313
H 18.613 -5.159 3.533
H 20.410 -0.842 8.021
H 16.093 3.316 2.593
H 17.652 2.701 1.962
H 22.082 -5.926 7.147
H 16.605 -4.088 11.410
H 21.888 1.287 7.253
H 16.869 -2.479 10.814
H 19.779 -3.555 1.243
H 17.351 -4.553 4.570
H 15.867 -0.556 1.782
H 12.126 -2.391 4.108
H 19.329 -11.680 -1.671
H 15.256 -2.919 11.387
H 21.870 1.159 5.493
H 22.610 -1.342 8.060
H 17.696 -3.310 -0.326
H 21.560 -4.727 -1.464
H 21.660 -9.716 0.450
H 21.551 -8.574 -0.889
H 17.571 -3.686 3.091
H 14.581 -9.254 1.001
H 20.416 -4.221 -2.674
H 12.622 -4.023 4.445
H 21.027 -8.719 4.119
H 19.435 -4.950 -0.295
H 19.145 -9.085 -1.074
H 22.625 -7.664 7.249
H 21.579 -6.355 4.673
H 15.105 0.832 1.173
H 16.809 0.680 0.858

Calculated values
Charge: 0
HOMO-LUMO gap, eV: 4.02
ΔE to the lowest compared entry with this formula, charge and spin, kcal per mole: 78.6
HOMO level, Ha: -0.32388